Entry 1:
The following is a DFT calculation (the ωB97M-V functional and the def2-TZVPD basis) of C32H66AlO9 as an isolated structure.

The geometry in XYZ format:
```
108
Properties=species:S:1:pos:R:3:lowdin_charge:R:1
C -2.75 1.59 -2.26 -0.104
C -4.08 1.03 -1.72 -0.241
C -3.96 -0.09 -0.67 -0.181
C -2.84 0.11 0.36 -0.285
C -3.00 1.47 1.03 -0.053
C -2.66 -1.09 1.36 -0.446
C -2.41 -0.75 2.83 -0.125
C -0.94 -0.63 3.24 -0.173
C -0.09 0.31 2.40 -0.187
C 1.37 -0.19 2.20 -0.183
C 1.56 -0.66 0.76 -0.146
C 1.52 0.54 -0.24 -0.196
O 1.57 1.78 0.44 -0.231
C 0.71 2.77 -0.10 -0.097
C -3.85 -2.08 1.30 -0.260
O -3.75 -3.04 0.29 -0.260
Al -2.04 -3.09 -0.33 0.187
O -1.55 -1.83 0.87 -0.221
H -2.86 1.80 -3.31 0.059
H -1.95 0.88 -2.17 0.063
H -2.51 2.51 -1.76 0.049
H -4.66 0.64 -2.54 0.092
H -4.67 1.83 -1.29 0.089
H -4.89 -0.09 -0.11 0.105
H -3.85 -1.02 -1.20 0.075
H -1.92 0.12 -0.21 0.104
H -3.83 1.41 1.74 0.081
H -3.18 2.27 0.33 0.058
H -2.14 1.73 1.62 0.061
H -2.97 0.11 3.19 0.105
H -2.82 -1.58 3.39 0.074
H -0.92 -0.23 4.25 0.104
H -0.54 -1.63 3.31 0.105
H -0.48 0.37 1.40 0.071
H -0.05 1.30 2.83 0.105
H 2.06 0.60 2.41 0.075
H 1.58 -1.03 2.86 0.105
H 0.84 -1.41 0.48 0.093
H 2.55 -1.10 0.68 0.096
H 2.39 0.48 -0.89 0.102
H 0.66 0.45 -0.89 0.110
H -0.28 2.39 -0.30 0.075
H 0.62 3.53 0.67 0.091
H 1.11 3.23 -1.00 0.062
H -3.91 -2.67 2.22 0.101
H -4.80 -1.55 1.30 0.108
H -2.12 -2.50 -1.84 -0.064
H -1.30 -4.52 -0.25 -0.095
C 5.58 2.50 5.69 -0.030
C 4.22 2.05 5.21 -0.507
O 3.65 1.12 5.72 0.075
C 3.61 2.83 4.07 -0.015
H 5.90 1.87 6.51 0.076
H 6.31 2.44 4.88 0.082
H 5.53 3.54 6.04 0.080
H 4.26 2.78 3.19 0.083
H 3.49 3.88 4.36 0.085
H 2.64 2.42 3.81 0.071
C 1.00 5.97 -3.70 -0.029
C 0.00 4.85 -3.91 -0.501
O -0.44 4.22 -2.98 0.078
C -0.42 4.57 -5.33 -0.018
H 1.21 6.07 -2.64 0.075
H 1.92 5.75 -4.24 0.078
H 0.59 6.91 -4.07 0.082
H 0.44 4.29 -5.93 0.087
H -0.89 5.46 -5.76 0.084
H -1.14 3.76 -5.34 0.081
C 0.15 -1.68 -4.53 -0.021
C -0.29 -1.88 -5.95 -0.502
O -0.09 -1.06 -6.82 0.043
C -1.01 -3.17 -6.24 -0.023
H 0.66 -0.72 -4.43 0.078
H -0.71 -1.70 -3.86 0.064
H 0.84 -2.48 -4.27 0.050
H -1.92 -3.24 -5.63 0.087
H -0.36 -4.01 -6.01 0.067
H -1.29 -3.21 -7.29 0.073
C -2.80 -3.14 7.94 -0.028
C -3.25 -3.17 6.50 -0.501
O -3.09 -2.23 5.77 0.088
C -3.92 -4.43 6.02 -0.020
H -2.33 -2.18 8.15 0.078
H -3.65 -3.28 8.61 0.079
H -2.07 -3.93 8.12 0.081
H -4.82 -4.62 6.60 0.080
H -3.24 -5.28 6.12 0.083
H -4.20 -4.32 4.97 0.080
C 0.28 -5.86 -2.86 -0.021
C 1.53 -5.40 -3.53 -0.486
O 1.53 -4.42 -4.25 0.046
C 2.79 -6.20 -3.29 -0.024
H -0.54 -5.20 -3.11 0.077
H 0.03 -6.87 -3.19 0.086
H 0.40 -5.86 -1.77 0.071
H 2.65 -7.23 -3.63 0.081
H 3.03 -6.20 -2.23 0.085
H 3.62 -5.75 -3.84 0.077
C 4.43 2.84 -0.72 -0.010
C 5.07 4.17 -1.04 -0.501
O 5.85 4.70 -0.28 0.061
C 4.68 4.81 -2.35 -0.021
H 4.79 2.49 0.25 0.082
H 3.35 2.94 -0.67 0.062
H 4.70 2.11 -1.48 0.093
H 3.61 4.99 -2.37 0.064
H 4.95 4.15 -3.18 0.086
H 5.20 5.75 -2.46 0.079
```

Summary:
Energy above the lowest of the compared OMol25 structures with the same formula, charge and spin ... 40.4 kJ/mol
Frontier orbital gap ... 7.081 eV
Highest occupied orbital energy ... -0.1805 Ha
Strongest force on any atom ... 1.3 eV Å⁻¹
Total charge ... -1


Entry 2:
The following is a DFT calculation (the ωB97M-V functional and the def2-TZVPD basis) of C3H3ClO2 as an isolated structure.

The geometry in XYZ format:
```
9
Properties=species:S:1:pos:R:3:nbo_charge:R:1
C 1.33 -0.64 -0.75 0.632
C 2.84 0.53 -0.44 0.424
C 0.20 -0.24 0.06 -0.755
O 1.44 -1.45 -1.60 -0.475
O 3.49 1.46 -0.81 -0.491
Cl 3.23 -0.29 1.10 -0.131
H -0.64 -0.15 -0.72 0.269
H 0.31 0.69 0.64 0.260
H -0.02 -1.13 0.64 0.266
```

Summary:
Energy above the lowest of the compared OMol25 structures with the same formula, charge and spin ... 131.7 kJ/mol
Frontier orbital gap ... 9.921 eV
Highest occupied orbital energy ... -0.3476 Ha
Strongest force on any atom ... 4.4 eV Å⁻¹


Entry 3:
The following is a DFT calculation (the ωB97M-V functional and the def2-TZVPD basis) of a 2-piece molecular cluster, C3H3NO overall.

The geometry in XYZ format:
```
8
Properties=species:S:1:pos:R:3:nbo_charge:R:1
C -0.75 -1.99 -0.36 -0.222
C -0.98 -1.39 0.65 -0.243
C 1.27 1.99 0.22 -0.078
N 0.39 1.46 -0.28 0.232
O -0.49 0.91 -0.83 -0.389
H -0.51 -2.77 -1.08 0.234
H -1.13 -0.49 1.19 0.230
H 2.20 2.29 0.50 0.237
```

Summary:
SMILES string ... C#[N+][O-].C#C
Energy above the lowest of the compared OMol25 structures with the same formula, charge and spin ... 498.5 kJ/mol
Frontier orbital gap ... 10.764 eV
Highest occupied orbital energy ... -0.3616 Ha
Strongest force on any atom ... 2.2 eV Å⁻¹